Entry 1:
Formula: C24H22F4IN2O4P
Source: the OMol25 dataset
Level of theory: the ωB97M-V functional and the def2-TZVPD basis

Output
lowest unoccupied orbital energy = -2.06 eV
total charge = 0
SMILES string = C#Cc1cc(NCCC)c2c(c1COC(F)(F)F)C(=O)c1c(c(I)cc([C@@H](F)CC)c1P(N)O)C2=O
orbital gap = 6.7 eV

Geometry (Å):
C: 3.43 2.67 5.63
C: 2.40 2.70 4.64
C: 1.35 2.33 3.43
C: -0.25 2.22 3.88
C: -1.44 1.81 2.81
N: -2.91 1.69 3.11
C: -3.23 0.21 3.21
C: -4.85 -0.12 2.97
C: -5.60 -0.57 4.39
C: -0.94 1.50 1.26
C: 0.65 1.65 0.78
C: 1.86 2.07 1.86
C: 3.43 2.15 1.37
O: 4.24 3.18 2.04
C: 5.69 2.88 1.83
F: 6.04 2.79 0.37
F: 6.58 3.98 2.37
F: 6.14 1.64 2.55
C: 0.93 1.34 -0.82
O: 1.70 2.07 -1.63
C: 0.10 0.03 -1.45
C: -1.49 -0.12 -0.96
C: -2.37 -1.39 -1.53
I: -4.46 -1.68 -0.91
C: -1.61 -2.45 -2.55
C: -0.02 -2.31 -3.01
C: 0.68 -3.43 -4.00
F: 0.20 -4.77 -3.51
C: 0.22 -3.09 -5.54
C: -0.98 -4.18 -5.91
C: 0.86 -1.01 -2.46
P: 2.69 -0.85 -3.05
N: 2.78 0.30 -4.46
O: 3.70 -0.21 -1.74
C: -2.07 1.03 0.12
O: -3.33 1.48 0.08
H: 4.20 2.61 6.53
H: -0.60 2.43 5.00
H: -3.20 2.22 3.96
H: -2.59 -0.45 2.47
H: -2.92 -0.13 4.30
H: -4.96 -1.07 2.26
H: -5.39 0.78 2.45
H: -6.76 -0.64 4.20
H: -5.24 -1.66 4.74
H: -5.35 0.18 5.27
H: 3.88 1.06 1.50
H: 3.52 2.38 0.20
H: -2.19 -3.40 -2.97
H: 1.85 -3.47 -3.94
H: 1.09 -3.07 -6.32
H: -0.27 -2.01 -5.50
H: -0.48 -5.24 -5.94
H: -1.54 -3.94 -6.91
H: -1.78 -4.06 -5.04
H: 2.50 1.27 -4.16
H: 2.17 -0.07 -5.22
H: 3.94 0.74 -2.04

Entry 2:
Formula: C20H56AsF6O16S8
Source: the OMol25 dataset
Level of theory: the ωB97M-V functional and the def2-TZVPD basis

Output
lowest unoccupied orbital energy = 1.78 eV
total charge = -1
ΔE to the lowest compared entry with this formula, charge and spin = 6.783 eV
orbital gap = 8.2 eV

Geometry (Å):
As: -0.52 0.10 -0.83
F: -1.40 -1.53 -1.41
F: -1.59 0.27 0.62
F: 0.33 1.62 -0.28
F: 0.66 0.12 -2.10
F: -1.74 0.99 -1.81
F: 0.66 -0.83 0.18
O: -1.11 1.05 6.39
S: -0.50 2.11 5.56
O: 0.90 2.20 5.10
O: -1.42 2.23 4.12
C: -0.74 2.93 3.02
C: -1.84 3.51 2.19
C: -0.72 3.64 6.38
H: -0.37 2.17 2.33
H: 0.07 3.65 3.17
H: -2.53 4.06 2.83
H: -2.54 2.74 1.90
H: -1.65 4.05 1.27
H: -1.77 3.79 6.64
H: -0.59 4.28 5.51
H: 0.00 3.82 7.18
O: 5.33 2.51 1.79
S: 4.17 2.68 0.91
O: 2.85 3.23 1.30
O: 4.72 3.58 -0.41
C: 5.98 3.24 -1.01
C: 6.36 4.54 -1.74
C: 3.78 1.08 0.04
H: 5.81 2.39 -1.68
H: 6.68 2.91 -0.24
H: 5.68 4.70 -2.57
H: 7.36 4.52 -2.17
H: 6.09 5.40 -1.11
H: 3.25 1.29 -0.90
H: 3.14 0.55 0.75
H: 4.74 0.60 -0.13
O: 2.20 -3.13 -5.99
S: 2.27 -2.86 -4.55
O: 3.09 -3.74 -3.68
O: 2.84 -1.29 -4.27
C: 3.06 -0.46 -5.46
C: 1.77 -0.04 -6.27
C: 0.53 -2.69 -3.79
H: 3.72 -1.07 -6.08
H: 3.70 0.40 -5.23
H: 1.89 0.89 -6.84
H: 1.00 0.06 -5.51
H: 1.37 -0.82 -6.92
H: 0.60 -2.82 -2.71
H: -0.10 -3.38 -4.35
H: 0.16 -1.74 -4.16
O: -8.29 -1.30 0.02
S: -7.11 -0.50 0.00
O: -7.17 0.93 -0.08
O: -6.10 -0.81 1.37
C: -5.24 0.21 1.76
C: -4.10 -0.55 2.49
C: -6.02 -1.07 -1.39
H: -5.69 0.93 2.44
H: -4.90 0.73 0.86
H: -4.43 -0.98 3.44
H: -3.36 0.17 2.85
H: -3.75 -1.35 1.85
H: -5.20 -0.35 -1.31
H: -6.47 -1.03 -2.38
H: -5.61 -2.06 -1.19
C: -0.47 -1.37 3.30
S: -0.57 -3.07 4.02
O: 0.80 -3.01 4.61
C: -1.73 -2.54 5.32
H: -1.37 -1.19 2.72
H: 0.40 -1.54 2.67
H: -0.25 -0.65 4.08
H: -2.62 -2.06 4.91
H: -1.14 -1.81 5.86
H: -2.06 -3.35 5.97
C: 0.10 2.60 -4.13
S: 0.34 4.49 -4.16
O: -1.10 5.07 -4.34
C: 1.01 4.54 -2.39
H: -0.79 2.36 -3.55
H: 1.01 2.15 -3.74
H: -0.06 2.38 -5.18
H: 1.91 3.93 -2.30
H: 0.26 4.35 -1.62
H: 1.37 5.56 -2.23
C: -2.74 -4.68 0.59
S: -3.93 -5.39 -0.69
O: -5.22 -4.65 -0.31
C: -3.22 -4.52 -2.14
H: -1.74 -5.11 0.53
H: -2.99 -4.92 1.62
H: -2.46 -3.68 0.25
H: -2.31 -3.92 -2.02
H: -3.93 -3.78 -2.51
H: -2.80 -5.27 -2.80
C: 2.07 -3.35 0.74
S: 3.22 -2.36 1.88
O: 3.06 -2.99 3.24
C: 4.82 -2.86 1.25
H: 1.05 -2.99 0.67
H: 2.05 -4.26 1.33
H: 2.44 -3.47 -0.28
H: 4.96 -3.91 1.01
H: 5.72 -2.76 1.86
H: 4.75 -2.40 0.27

Entry 3:
Formula: C2H22O11Pt2
Source: the OMol25 dataset
Level of theory: the ωB97M-V functional and the def2-TZVPD basis

Output
lowest unoccupied orbital energy (spin up / spin down) = -10.79 / -11.87 eV
total charge = +2
ΔE to the lowest compared entry with this formula, charge and spin = 1.369 eV
orbital gap (spin up / spin down) = 5.3 / 4.1 eV
multiplicity = 5

Geometry (Å):
Pt: -12.18 -12.34 -11.03
Pt: -12.07 -13.48 -14.61
O: -11.02 -13.79 -12.46
C: -9.92 -14.64 -12.82
C: -9.35 -14.62 -14.32
O: -10.23 -14.83 -15.41
H: -10.12 -15.67 -12.53
H: -9.03 -14.39 -12.24
H: -8.65 -15.45 -14.45
H: -8.65 -13.84 -14.61
O: -10.56 -13.01 -9.56
H: -10.51 -12.91 -8.61
H: -9.99 -13.75 -9.75
O: -8.86 -17.25 -16.21
H: -9.26 -17.02 -17.06
H: -8.96 -16.46 -15.68
O: -10.06 -18.28 -11.94
H: -9.37 -18.77 -11.49
H: -9.64 -17.45 -12.18
O: -9.05 -14.57 -18.03
H: -9.77 -14.99 -18.50
H: -9.38 -14.47 -17.13
O: -11.92 -16.99 -15.61
H: -12.67 -16.54 -15.22
H: -11.21 -16.35 -15.57
O: -8.03 -11.84 -13.49
H: -8.59 -12.62 -13.52
H: -7.71 -11.74 -14.39
O: -7.28 -12.41 -10.47
H: -6.36 -12.18 -10.37
H: -7.33 -12.87 -11.31
O: -12.32 -16.56 -11.42
H: -12.48 -16.35 -12.34
H: -11.44 -16.93 -11.41
O: -10.73 -11.01 -11.94
H: -10.88 -10.18 -12.41
H: -9.78 -11.10 -11.92

Entry 4:
Formula: C5H10S
Source: the OMol25 dataset
Level of theory: the ωB97M-V functional and the def2-TZVPD basis

Output
lowest unoccupied orbital energy = 0.10 eV
total charge = 0
ΔE to the lowest compared entry with this formula, charge and spin = 4.699 eV
orbital gap = 8.4 eV

Geometry (Å):
C: 0.80 0.34 -0.17
C: 0.01 -0.07 -1.22
C: 1.13 1.73 0.18
C: -0.43 -1.42 -1.62
C: -1.21 -0.63 1.41
S: -0.82 0.10 2.88
H: 1.45 -0.41 0.30
H: 1.19 1.73 1.25
H: 0.39 2.42 -0.24
H: 2.22 1.92 -0.08
H: -0.15 -1.79 -2.69
H: -1.46 -1.40 -1.85
H: -0.19 -2.14 -0.84
H: -2.14 -0.11 0.96
H: -0.65 0.64 -1.57
H: -0.13 -0.93 3.30

Entry 5:
Formula: C5H5NO
Source: the OMol25 dataset
Level of theory: the ωB97M-V functional and the def2-TZVPD basis

Output
lowest unoccupied orbital energy = 0.82 eV
total charge = 0
ΔE to the lowest compared entry with this formula, charge and spin = 3.581 eV
orbital gap = 10.5 eV

Geometry (Å):
O: 0.88 1.24 2.28
C: 0.75 1.17 1.16
C: 1.06 -0.64 -0.31
C: 2.17 -1.09 -0.37
C: -1.00 0.82 -0.28
C: -0.39 -0.51 -0.61
N: -2.09 0.98 0.34
H: 3.11 -1.57 -0.53
H: -0.57 1.69 -0.80
H: -0.92 -1.31 -0.07
H: -0.55 -0.67 -1.69
H: -2.35 0.12 0.83

Entry 6:
Formula: C6H12O
Source: the OMol25 dataset
Level of theory: the ωB97M-V functional and the def2-TZVPD basis

Output
lowest unoccupied orbital energy = 0.26 eV
total charge = 0
ΔE to the lowest compared entry with this formula, charge and spin = 5.035 eV
orbital gap = 8.7 eV

Geometry (Å):
C: 2.34 -0.85 -0.92
C: -0.27 -1.48 -0.56
C: -0.79 -0.19 -0.91
C: -2.03 0.09 0.00
C: -0.82 0.93 0.14
C: 0.02 0.87 1.40
O: -0.53 1.71 2.40
H: 2.00 -0.40 -1.85
H: 3.04 -1.66 -1.12
H: 2.81 -0.09 -0.30
H: 1.50 -1.27 -0.33
H: -0.10 -2.04 -1.49
H: -0.89 0.17 -1.94
H: -2.90 0.46 -0.52
H: -2.20 -0.68 0.75
H: -0.88 1.92 -0.30
H: 0.12 -0.17 1.74
H: 1.02 1.27 1.21
H: -1.42 1.40 2.58

Entry 7:
Formula: C4H8N4
Source: the OMol25 dataset
Level of theory: the ωB97M-V functional and the def2-TZVPD basis

Output
lowest unoccupied orbital energy = 0.89 eV
total charge = 0
ΔE to the lowest compared entry with this formula, charge and spin = 5.013 eV
SMILES string = [H]/N=C1/NN[C@@H]2C[C@]12N
orbital gap = 8.7 eV

Geometry (Å):
H: 2.55 0.57 -1.39
N: 2.44 0.52 -0.19
C: 1.19 0.18 0.23
N: 0.86 0.55 1.56
N: -0.59 0.69 1.61
C: -1.17 0.23 0.39
C: -0.73 -1.21 0.17
C: 0.01 -0.23 -0.53
N: -0.54 -0.19 -1.89
H: 1.32 0.02 2.26
H: -0.89 1.56 1.65
H: -1.99 0.97 0.10
H: -0.40 -1.62 1.14
H: -1.56 -1.66 -0.35
H: -0.25 0.73 -2.38
H: -0.24 -1.10 -2.38

Entry 8:
Formula: C4H14N3O
Source: the OMol25 dataset
Level of theory: the ωB97M-V functional and the def2-TZVPD basis

Output
lowest unoccupied orbital energy = -2.74 eV
total charge = +1
ΔE to the lowest compared entry with this formula, charge and spin = 1.635 eV
orbital gap = 9.9 eV

Geometry (Å):
C: -0.62 0.52 1.90
C: 0.87 0.58 1.79
C: 1.39 -0.42 0.76
N: 1.85 -1.63 -1.90
C: 0.74 -0.92 -1.54
N: 0.69 -0.22 -0.48
N: -1.18 1.35 0.76
H: -1.09 0.93 2.79
H: -1.04 -0.43 1.58
H: 1.25 1.60 1.66
H: 1.29 0.45 2.79
H: 2.49 -0.38 0.71
H: 1.06 -1.39 1.14
H: 2.68 -1.41 -1.36
H: 2.07 -1.78 -2.87
H: -0.16 -1.10 -2.11
H: -1.09 2.35 0.91
H: -2.16 1.11 0.54
H: -0.69 0.95 -0.07
H: -3.76 0.67 -1.25
H: -2.69 -0.29 -1.68
O: -2.81 0.52 -1.17

Entry 9:
Formula: C16H16ClN5O2
Source: the OMol25 dataset
Level of theory: the ωB97M-V functional and the def2-TZVPD basis

Output
lowest unoccupied orbital energy = -0.87 eV
total charge = 0
ΔE to the lowest compared entry with this formula, charge and spin = 12.979 eV
orbital gap = 7.2 eV

Geometry (Å):
C: -2.81 -0.26 1.52
C: -3.18 -1.28 0.50
C: -2.04 -1.67 -0.35
H: -1.52 -0.70 -0.87
C: -0.81 -2.21 0.17
N: 0.50 -2.51 -0.53
N: 1.32 -3.61 -0.58
N: 2.01 -3.38 -1.45
C: 1.93 -2.11 -1.81
N: 0.89 -1.48 -1.19
N: 2.83 -1.68 -2.51
C: 2.91 -0.31 -3.11
O: 3.69 0.25 -4.07
C: 2.18 0.77 -2.22
C: 1.62 2.04 -2.88
C: 1.14 2.58 -1.69
C: 1.26 1.91 -0.63
C: 0.74 1.84 0.73
C: -0.38 2.85 1.17
C: -0.66 2.79 2.47
C: -0.45 1.86 3.21
C: 0.56 0.68 2.97
C: 0.95 0.72 1.70
H: 1.75 -0.07 1.42
H: 0.45 -0.02 3.50
H: -0.88 1.92 4.36
Cl: -1.72 4.29 2.82
H: -0.62 3.54 0.48
O: 2.04 0.67 -0.97
H: 0.52 3.58 -1.69
H: 1.70 2.30 -3.78
H: 3.46 -2.12 -3.11
H: -1.10 -3.42 0.68
H: -0.45 -1.71 1.12
H: -2.14 -2.30 -1.34
H: -4.02 -1.21 -0.13
H: -3.57 -2.25 0.82
H: -2.29 0.55 1.12
H: -2.12 -0.64 2.18
H: -3.71 -0.21 1.98

Entry 10:
Formula: C26H33F5N3PPdSSi
Source: the OMol25 dataset
Level of theory: the ωB97M-V functional and the def2-TZVPD basis

Output
lowest unoccupied orbital energy = -0.62 eV
total charge = 0
ΔE to the lowest compared entry with this formula, charge and spin = 0.888 eV
orbital gap = 6.9 eV

Geometry (Å):
Pd: -0.29 0.92 -0.03
C: 3.81 0.72 3.87
N: 3.66 0.67 2.35
C: 3.67 -0.79 1.89
N: 2.69 -1.55 2.58
C: 2.90 -1.46 4.02
N: 2.83 -0.08 4.50
C: 1.47 0.47 4.34
P: 0.84 0.56 2.57
C: 2.40 1.35 1.90
C: 1.32 -1.19 2.18
H: 3.71 1.76 4.16
H: 4.82 0.36 4.10
H: 4.46 1.15 1.93
H: 4.68 -1.17 2.09
H: 3.48 -0.77 0.82
H: 3.89 -1.86 4.26
H: 2.15 -2.06 4.52
H: 1.44 1.47 4.79
H: 0.78 -0.16 4.90
H: 2.43 2.40 2.18
H: 2.38 1.29 0.81
H: 1.17 -1.37 1.12
H: 0.63 -1.85 2.72
C: -3.92 -3.12 1.00
C: -2.44 -3.18 0.62
C: -1.65 -3.90 1.73
C: -2.27 -3.95 -0.70
C: -1.91 -1.82 0.45
C: -1.48 -0.68 0.35
H: -4.33 -4.13 1.10
H: -4.49 -2.59 0.23
H: -4.06 -2.59 1.94
H: -2.03 -4.92 1.87
H: -1.76 -3.36 2.68
H: -0.59 -3.95 1.48
H: -2.65 -4.97 -0.60
H: -1.22 -4.00 -0.98
H: -2.81 -3.45 -1.50
C: 1.33 -1.74 -1.51
Si: 0.81 0.05 -1.77
C: 2.34 0.96 -2.38
C: -0.40 0.10 -3.22
C: -0.26 -0.77 -4.31
C: -1.07 -0.68 -5.42
C: -2.05 0.30 -5.49
C: -2.23 1.16 -4.42
C: -1.41 1.05 -3.30
H: 1.64 -2.16 -2.48
H: 0.50 -2.34 -1.13
H: 2.18 -1.85 -0.84
H: 2.47 0.73 -3.44
H: 3.26 0.65 -1.86
H: 2.24 2.04 -2.28
H: 0.50 -1.55 -4.29
H: -0.94 -1.37 -6.25
H: -2.68 0.39 -6.37
H: -2.99 1.93 -4.45
H: -1.58 1.72 -2.46
F: -4.49 5.72 -1.42
C: -3.34 5.09 -1.16
C: -2.33 5.07 -2.11
F: -2.51 5.67 -3.28
C: -1.14 4.43 -1.82
F: -0.19 4.44 -2.76
C: -0.92 3.78 -0.61
S: 0.65 3.02 -0.25
C: -1.96 3.81 0.31
F: -1.84 3.20 1.50
C: -3.16 4.46 0.05
F: -4.13 4.48 0.97

Entry 11:
Formula: C34H46N8OPPdS
Source: the OMol25 dataset
Level of theory: the ωB97M-V functional and the def2-TZVPD basis

Output
lowest unoccupied orbital energy (spin up / spin down) = -9.19 / -12.24 eV
total charge = +3
ΔE to the lowest compared entry with this formula, charge and spin = 0.039 eV
orbital gap (spin up / spin down) = 6.6 / 3.5 eV
multiplicity = 5

Geometry (Å):
Pd: 0.16 0.10 0.17
N: -2.33 3.72 -0.43
C: -1.47 4.35 0.37
C: -0.45 3.41 0.64
N: -0.71 2.28 0.00
C: -1.88 2.45 -0.66
C: -2.45 1.40 -1.39
N: -1.82 0.21 -1.48
C: -2.60 -0.60 -2.18
C: -3.78 0.09 -2.56
N: -3.65 1.32 -2.06
H: -3.18 4.14 -0.79
H: -1.60 5.36 0.71
H: 0.41 3.56 1.28
H: -2.37 -1.63 -2.39
H: -4.64 -0.23 -3.12
H: -4.34 2.05 -2.17
O: -1.53 -0.59 1.44
S: -0.96 0.07 2.68
N: 0.34 0.72 2.38
N: 2.71 -8.15 -6.07
C: 2.43 -7.44 -5.21
C: 2.05 -6.55 -4.16
C: 1.01 -5.65 -4.37
C: 0.64 -4.77 -3.37
C: 1.34 -4.80 -2.17
C: 2.37 -5.69 -1.94
C: 2.72 -6.58 -2.94
N: 0.99 -3.86 -1.13
C: 0.86 -4.13 0.21
C: 0.59 -2.94 0.81
N: 0.57 -1.95 -0.14
C: 0.81 -2.54 -1.30
H: 0.49 -5.65 -5.32
H: -0.19 -4.10 -3.51
H: 2.90 -5.70 -0.99
H: 3.52 -7.30 -2.78
H: 0.93 -5.13 0.59
H: 0.39 -2.75 1.85
H: 0.91 -2.07 -2.27
C: 5.81 -3.29 0.61
C: 5.45 -2.70 -0.76
C: 4.19 -1.82 -0.70
C: 4.18 -1.04 0.62
C: 4.07 -1.98 1.84
C: 4.58 -3.38 1.50
P: 3.05 0.38 0.69
C: 3.07 1.42 -0.81
C: 4.52 1.67 -1.36
C: 4.61 1.46 -2.87
C: 3.56 2.27 -3.61
C: 2.14 2.00 -3.07
C: 2.13 0.96 -1.94
C: 3.35 1.43 2.13
C: 3.35 0.76 3.51
C: 3.18 1.84 4.57
C: 3.94 3.13 4.21
C: 5.13 2.82 3.31
C: 4.69 2.22 1.96
H: 6.56 -2.66 1.11
H: 6.28 -4.26 0.49
H: 5.27 -3.50 -1.48
H: 6.28 -2.12 -1.15
H: 3.29 -2.44 -0.74
H: 4.16 -1.16 -1.56
H: 5.15 -0.51 0.69
H: 3.04 -2.03 2.20
H: 4.66 -1.57 2.66
H: 3.80 -3.96 1.00
H: 4.80 -3.91 2.43
H: 2.67 2.37 -0.43
H: 5.26 1.06 -0.85
H: 4.78 2.71 -1.13
H: 4.53 0.40 -3.12
H: 5.61 1.76 -3.20
H: 3.60 2.04 -4.68
H: 3.79 3.33 -3.52
H: 1.48 1.67 -3.87
H: 1.71 2.92 -2.67
H: 2.42 -0.03 -2.30
H: 1.06 0.86 -1.63
H: 2.52 2.15 2.10
H: 4.31 0.25 3.64
H: 2.58 -0.01 3.61
H: 3.51 1.45 5.53
H: 2.11 2.07 4.67
H: 4.29 3.62 5.12
H: 3.28 3.84 3.71
H: 5.81 2.13 3.81
H: 5.71 3.72 3.11
H: 5.47 1.56 1.58
H: 4.55 3.01 1.22